No. 1
This record from the OMol25 dataset describes a structure of composition C23H44Cl3MgN8O2Si. The level of theory is ωB97M-V/def2-TZVPD.

Relative energy (zero: lowest compared OMol25 entry of this formula, charge and spin)   6.3960 eV

ORCA input file:
```
! RIJCOSX wB97M-V def2-TZVPD def2/J DEFGRID3
* xyz 1 1
Cl -2.82687 -0.14571 3.82953
Cl -4.48222 2.01896 2.03839
Cl -4.74312 -1.19010 1.40675
Si -3.32880 0.33527 1.79025
Mg -1.02785 -0.05039 0.43852
O -0.36760 1.72112 2.42643
O -1.39696 3.15932 1.19381
N -0.10790 -1.43613 2.22850
N 1.10821 -2.49403 -0.16407
N -3.59745 1.20872 -2.45858
N 1.26601 2.26131 -0.67188
N -1.84762 -2.52901 0.15289
N 1.87198 0.49431 0.65881
N -0.92228 2.09642 1.21724
N 3.32225 2.36670 0.40506
C 2.46193 4.37305 -0.68530
C -1.35487 -3.57548 2.32402
C 3.75398 0.83344 2.23590
C -0.04715 -2.85191 2.67336
C 1.00831 -3.81830 0.53806
C -0.61319 -0.32411 -1.67196
C -0.46894 2.68406 3.49395
C 1.14312 -3.60271 2.05029
C -1.55357 -3.80918 0.82228
C 0.66900 -0.52509 -2.22613
C -0.32343 -4.49189 0.21175
C -1.47043 -0.76769 -3.92586
C 2.17596 1.66599 0.15133
C 0.88939 -0.83020 -3.56661
C -0.19181 -0.96257 -4.42493
C 1.45615 3.50310 -1.40837
C 4.36080 1.82039 1.26507
C -2.84056 2.25733 -1.80537
C -3.10777 -0.12827 -2.14489
C -3.79002 1.48070 -3.87007
C -1.68328 -0.43366 -2.58615
C 3.68698 3.52566 -0.40427
C 2.92623 -0.15352 1.42999
H -1.49265 2.72695 3.86297
H 4.43697 4.09185 0.14639
H 4.53538 0.33226 2.80786
H 2.03932 -2.08006 -0.10786
H -0.44049 -4.58410 -0.87370
H -4.35712 0.66859 -4.32778
H 1.89965 -0.96274 -3.93864
H -2.20385 -3.01302 2.72216
H -0.88787 -1.00574 2.73680
H 0.70767 -0.91559 2.54573
H 5.13287 1.32681 0.66376
H -2.38707 -4.50587 0.70030
H -0.16417 3.66907 3.15117
H 0.48460 -1.84968 0.33837
H -2.32037 -0.88562 -4.58993
H 0.20017 2.32249 4.26746
H 1.80886 3.29738 -2.42377
H -0.04280 -1.20622 -5.46992
H 0.49024 4.00358 -1.48724
H 2.47655 -0.87978 2.11507
H 1.82489 -4.43644 0.16757
H -0.27920 -5.50638 0.61024
H 3.09716 1.36005 2.93382
H 4.14324 3.20866 -1.34965
H -3.31734 3.21809 -2.00209
H -1.34933 -4.54555 2.82627
H 1.17866 -4.58583 2.51913
H 2.09056 -3.10575 2.28474
H -1.79268 2.32026 -2.15063
H 0.07530 -2.87842 3.75768
H 0.60422 1.61231 -1.07510
H 2.04195 4.73274 0.25699
H -2.84093 2.09868 -0.72385
H -4.37080 2.39848 -3.97720
H 4.83793 2.64590 1.79431
H -1.97831 -2.67921 -0.84546
H -2.84792 1.60702 -4.42513
H 2.72580 5.23363 -1.29752
H -2.75797 -2.21312 0.49005
H 0.82437 -2.49688 -1.14737
H 1.54501 -0.43283 -1.58637
H -3.17197 -0.22182 -1.05524
H 3.60154 -0.72100 0.76857
H -3.80671 -0.84902 -2.58069
*
```

Atom charges from the Löwdin analysis, given in e for atoms 1 to 5: number 1, Cl, carries 0.19; number 2, Cl, carries 0.24; number 3, Cl, carries 0.20; number 4, Si, carries -0.55; number 5, Mg, carries 0.50

***

No. 2
This record from the OMol25 dataset describes a structure of composition C23H44GeN5O7P2Ti in a non-equilibrium geometry. The level of theory is ωB97M-V/def2-TZVPD.

Relative energy (zero: lowest compared OMol25 entry of this formula, charge and spin)   0.9876 eV

ORCA input file:
```
! RIJCOSX wB97M-V def2-TZVPD def2/J DEFGRID3
* xyz 1 1
Ge -0.42721 1.26432 -0.29316
Ti 0.72686 -1.52784 0.25151
P 0.61710 -4.70499 0.50188
P 3.06722 -3.40228 1.20662
O 0.77985 -5.14935 -0.89527
O 2.00284 -4.61295 1.29822
O 2.20969 -2.13023 1.38849
O -0.26869 -5.63938 1.41869
O -0.02201 -3.31875 0.66607
O 4.23797 -3.63516 2.03354
O 3.39274 -3.32024 -0.37102
N -0.70203 -1.08563 1.86250
N 1.32170 0.19102 1.27706
N -1.87683 -1.48555 -0.49233
N 0.41523 -2.38843 -1.84923
N 2.02579 -0.41850 -0.99371
C 1.65913 1.10252 3.46866
C -4.80445 2.83750 1.52538
C -3.45848 3.46627 1.85915
C -0.85000 -2.13348 -2.55540
C -0.85261 1.37431 -2.23123
C 1.62609 -2.16662 -2.66214
C 2.47257 0.79805 0.88486
C -1.92166 -1.87277 1.96422
C -0.97851 2.84908 -2.68656
C 2.24270 -0.80593 -2.38988
C 0.94688 0.31539 2.58805
C 2.80969 0.48722 -0.46617
C 0.21526 3.35207 -3.49531
C -2.05154 1.64635 0.76066
C 3.92188 1.13790 -1.22035
C -0.23957 -0.45613 2.89145
C 2.81442 1.75991 3.04866
C -2.36174 3.14812 0.84281
C -0.85459 -0.44261 4.25509
C 3.22719 1.59328 1.74501
C -1.97709 -2.43346 -1.59899
C -2.73027 -1.74540 0.67292
C 1.42990 3.68796 -2.64301
H -1.12084 3.51823 -1.83074
H -2.66587 3.52146 -0.13974
H 1.73367 2.84695 -2.01398
H -5.12215 3.10268 0.51417
H -0.87716 -1.09552 -2.89075
H -1.61275 0.34093 4.33244
H -1.80092 0.86015 -2.41061
H -3.44265 -0.92563 0.77471
H 3.31178 -0.85748 -2.60263
H 1.82618 -0.02723 -3.04102
H -0.08280 4.23860 -4.05907
H -1.88556 2.95407 -3.28603
H 4.07630 -3.95168 -0.63567
H -2.94523 -2.39000 -2.10933
H -1.86238 -3.44365 -1.20114
H -3.12868 3.13160 2.84901
H 1.33935 1.17676 4.49815
H -0.91093 -2.76894 -3.44380
H -1.90558 1.26605 1.77577
H 3.38583 2.35724 3.74388
H -3.31876 -2.65178 0.52548
H -2.91828 1.11916 0.35460
H -5.58107 3.17488 2.21119
H -3.56811 4.55040 1.93319
H 0.62405 2.33795 0.04127
H 2.28540 3.96970 -3.25794
H 0.47552 2.60079 -4.24826
H -1.63226 -2.90766 2.13237
H -1.32191 -1.39600 4.48534
H 1.40658 -2.27940 -3.72698
H 2.32869 -2.94544 -2.38488
H -4.77542 1.74761 1.58713
H -0.09939 -0.25039 5.01254
H 3.58624 1.46497 -2.20424
H 4.73964 0.42852 -1.37000
H 0.41036 -3.39439 -1.63381
H -2.12927 -0.57785 -0.86364
H 4.31382 2.00661 -0.70024
H 1.21481 4.52098 -1.97068
H 4.13926 2.05422 1.39573
H -0.10571 0.86748 -2.84825
H -0.17289 -6.58241 1.22800
H -2.54059 -1.54835 2.80030
H -1.45571 3.70024 1.11046
*
```

Atom charges from the Löwdin analysis, given in e for atoms 1 to 5: number 1, Ge, carries 1.06; number 2, Ti, carries 1.07; number 3, P, carries 0.24; number 4, P, carries 0.26; number 5, O, carries -0.25

***

No. 3
This record from the OMol25 dataset describes a cluster of 5 separate species, C23H44N12O9S in total in a non-equilibrium geometry. The level of theory is ωB97M-V/def2-TZVPD.

E_tot   -2634.701535 Ha
Structure (SMILES)   CN(C)C(=O)Cc1cc2nccnc2c(CCCCS(=O)(=O)O)c1C[C@@H](O)CN.NC(N)=O.NC(N)=O.NC(N)=O.NC(N)=O

ORCA input file:
```
! RIJCOSX wB97M-V def2-TZVPD def2/J DEFGRID3
* xyz 0 1
S -4.04936 -5.33415 -1.33884
O 3.30799 -1.75719 -0.31103
O -5.24032 -5.80744 -0.41847
O -4.01238 -6.20322 -2.62119
O -3.08755 3.06782 -6.83954
O -0.55529 3.77784 8.21726
O -2.62172 -5.69863 -0.45428
O 3.78945 0.61248 6.00669
O -2.46586 -1.87212 -8.45023
O 2.29086 3.03231 3.08070
N -3.01186 2.49771 -9.01800
N -0.92747 -0.37374 -7.76883
N 1.19832 5.04636 8.84321
N -0.28331 -2.43146 -8.45686
N -4.10155 1.17998 -7.53520
N 1.16415 4.08572 6.79418
N -1.08899 1.08169 -3.43385
N 5.57606 1.78585 6.71895
N 0.85211 1.81230 4.63373
N -0.02367 3.81868 -1.84194
N 2.09414 -4.92234 1.67198
N 3.80622 2.85598 5.79970
C 0.53294 4.27183 7.96757
C -1.29997 -1.57780 -8.23878
C 2.95500 -3.74374 1.27360
C -3.38160 2.29760 -7.74005
C -0.36754 1.06617 -2.11596
C 0.70495 -0.60131 0.03967
C -0.75074 3.80540 -3.15712
C 0.86930 2.22109 0.13799
C 1.17092 0.78008 0.85893
C 0.94624 -2.12951 0.58702
C 1.66723 1.85577 3.36029
C 4.35458 1.68307 6.16505
C -0.59670 2.19238 4.42172
C -0.07311 -0.42369 -1.43004
C -4.32244 -3.50601 -1.64587
C 1.91723 0.62060 2.31185
C -3.14988 -2.80941 -2.61348
C 0.12649 2.40907 -1.34328
C 1.01776 0.51761 5.39821
C -1.96056 -2.32909 -1.54683
C -0.61120 -1.75820 -2.28241
C 2.34094 -2.83373 0.04061
C -1.25673 2.48102 -3.95446
H 0.28896 -2.53842 -2.20837
H -0.97461 4.86070 -3.65981
H -1.65804 -3.32753 -0.96908
H 2.88703 2.82322 5.37861
H -2.73807 -3.58062 -3.41359
H -4.35350 0.53362 -8.26388
H -2.41782 -1.52870 -0.78912
H -3.66966 -1.86599 -3.10613
H 2.09518 5.46196 8.65576
H 2.14436 0.12894 5.41307
H 1.00111 -2.21099 1.77682
H 2.06029 4.48408 6.57011
H -1.80295 2.63741 -4.99854
H -4.40012 0.99176 -6.58706
H 0.69744 3.50878 6.10670
H 0.72852 0.66319 6.54503
H 6.05744 2.65834 6.85767
H 1.56259 -0.37676 2.81242
H -0.89540 2.88840 5.34420
H -4.23720 -2.93783 -0.60037
H 0.68290 -2.20743 -8.28886
H 1.07590 -4.75879 1.51122
H -0.81327 2.81178 3.45281
H 1.23167 3.20163 0.70063
H 2.11890 -3.50233 -0.92291
H 3.87365 -1.68080 0.53644
H 0.07398 -2.88418 0.28034
H -2.46838 3.32772 -9.21552
H 0.75811 5.21168 9.73900
H 4.25590 3.74751 5.92195
H -1.29996 1.23523 4.53063
H 6.02446 0.92627 7.00812
H -5.40611 -3.35800 -2.06283
H 2.19109 -5.15090 2.70620
H 0.27995 -0.28948 4.97230
H -1.66216 0.29870 -7.59104
H 0.02734 -0.11287 -7.58852
H -0.74392 -1.53883 -3.43042
H 4.02960 -4.17886 0.99577
H -2.50394 -5.01835 0.29940
H 3.13147 -3.11182 2.26800
H -3.24430 1.87501 -9.77311
H -0.52034 -3.34899 -8.81077
H 3.08876 0.48888 2.12429
*
```

Atom charges from the Löwdin analysis, given in e for atoms 1 to 5: number 1, S, carries 0.79; number 2, O, carries -0.11; number 3, O, carries -0.40; number 4, O, carries -0.36; number 5, O, carries 0.00

***

- Which formula does entry 2 have?
  C23H44GeN5O7P2Ti